This record from OMol25 describes 2 unconnected molecules or ions with the total composition C7H18N3O3S in a non-equilibrium geometry. The level of theory is ωB97M-V/def2-TZVPD.

Element x y z (Å)
C 3.99 0.02 0.15
C 4.99 -1.06 0.01
C -1.24 -0.87 -1.95
C -3.19 0.56 2.09
C -2.35 -0.82 -0.83
C -3.61 0.69 0.58
C -1.92 1.50 -0.90
N 2.18 -1.50 0.65
N 2.68 -0.23 0.42
N -2.58 0.52 -0.43
O 4.19 1.22 0.01
O 0.52 0.74 0.98
O 1.87 1.71 -0.86
S 1.86 1.30 0.73
H 5.85 -0.53 -0.43
H 4.77 -1.94 -0.63
H 5.31 -1.28 1.07
H -1.66 -0.66 -2.83
H -0.39 -0.33 -1.57
H -0.97 -1.95 -2.01
H -3.04 -0.45 2.37
H -2.32 1.11 2.26
H -4.05 0.85 2.73
H -2.07 -1.34 0.17
H -3.29 -1.29 -1.11
H -4.10 1.70 0.28
H -4.46 -0.03 0.33
H -2.09 2.48 -0.57
H -1.11 1.37 -1.45
H 1.21 -1.46 0.40
H 2.29 -1.77 1.58
H 2.73 1.74 -1.23

Results
**HOMO-LUMO gap**: 8.337 eV
**HOMO level**: -12.4 eV
**Net charge**: +1